The following is a DFT calculation (the ωB97M-V functional and the def2-TZVPD basis) of a cluster of 2 separate species, C6H14N4 in total.

Each line ends with the natural charge from an NBO analysis.
Positions of all 24 atoms, in Å:
C (-2.94, 0.99, 0.30)  -0.67
C (-1.75, 0.18, -0.13)  0.44
N (-0.62, 0.17, 1.93)  -0.59
N (-1.75, -0.31, -1.42)  -0.80
N (-0.80, -0.12, 0.67)  -0.10
H (0.79, -0.77, 2.00)  0.24
H (-0.95, -0.58, 2.54)  0.33
H (-0.90, -0.79, -1.68)  0.42
H (-2.10, 0.32, -2.14)  0.38
H (-3.22, 1.72, -0.46)  0.22
H (-3.79, 0.33, 0.47)  0.24
H (-2.71, 1.52, 1.23)  0.25
C (2.08, 1.04, 0.01)  -0.68
C (1.50, -0.14, -0.72)  0.17
C (1.29, -1.51, 1.21)  -0.46
C (1.64, -0.29, -2.05)  -0.45
N (0.77, -1.13, -0.02)  -0.41
H (1.35, 1.47, 0.69)  0.23
H (2.95, 0.75, 0.61)  0.22
H (2.40, 1.81, -0.69)  0.22
H (0.93, -2.50, 1.51)  0.20
H (2.37, -1.41, 1.33)  0.20
H (2.18, 0.43, -2.64)  0.20
H (1.27, -1.18, -2.55)  0.20

Results
**Energy above the lowest of the compared OMol25 structures with the same formula, charge and spin**: 407.5 kJ/mol
**Maximum force**: 1.07 eV Å⁻¹
**LUMO**: 0.62 eV
**DFT total energy**: -455.88377 a.u.
**Kohn-Sham gap**: 8.4 eV

The following is a DFT calculation (the ωB97M-V functional and the def2-TZVPD basis) of a cluster of 11 separate species, C66H55F11 in total.

Each line ends with the Mulliken charge.
Positions of all 132 atoms, in Å:
F (14.10, 18.02, 19.04)  -0.38
C (13.74, 16.74, 18.85)  0.81
C (14.71, 15.80, 18.86)  -0.55
C (14.25, 14.48, 18.74)  -0.37
C (12.87, 14.19, 18.55)  -0.70
C (11.93, 15.22, 18.50)  0.02
C (12.34, 16.51, 18.68)  -0.77
H (15.76, 16.07, 18.89)  0.33
H (14.94, 13.63, 18.78)  0.37
H (12.54, 13.12, 18.53)  0.42
H (10.83, 15.07, 18.39)  0.33
H (11.68, 17.38, 18.64)  0.48
F (13.95, 19.56, 13.76)  -0.24
C (12.70, 19.79, 14.23)  0.48
C (12.12, 21.00, 13.75)  -0.76
C (10.76, 21.16, 13.99)  -0.31
C (10.00, 20.21, 14.65)  -0.78
C (10.67, 19.07, 15.20)  -0.12
C (12.01, 18.91, 15.01)  -0.17
H (12.74, 21.72, 13.25)  0.46
H (10.27, 21.99, 13.54)  0.37
H (8.93, 20.32, 14.89)  0.38
H (10.09, 18.23, 15.73)  0.29
H (12.58, 18.10, 15.48)  0.42
F (18.67, 18.69, 12.77)  -0.26
C (19.98, 18.44, 12.77)  0.58
C (20.84, 19.50, 13.01)  -0.62
C (22.24, 19.33, 13.09)  -0.25
C (22.75, 18.05, 12.94)  -0.72
C (21.87, 17.04, 12.61)  -0.37
C (20.47, 17.16, 12.52)  -0.06
H (20.43, 20.49, 13.28)  0.35
H (22.85, 20.20, 13.29)  0.38
H (23.85, 17.92, 12.92)  0.33
H (22.24, 16.01, 12.51)  0.36
H (19.77, 16.32, 12.57)  0.29
F (16.06, 17.29, 6.58)  -0.33
C (16.49, 16.17, 7.18)  0.60
C (16.03, 14.94, 6.71)  -0.65
C (16.41, 13.74, 7.40)  -0.24
C (17.31, 13.80, 8.43)  -0.61
C (17.74, 15.10, 8.82)  0.00
C (17.36, 16.28, 8.28)  -0.65
H (15.50, 14.96, 5.75)  0.42
H (16.05, 12.74, 7.12)  0.37
H (17.67, 12.89, 8.95)  0.36
H (18.47, 15.16, 9.63)  0.26
H (17.72, 17.20, 8.73)  0.48
F (9.08, 16.44, 11.68)  -0.42
C (10.36, 16.45, 11.25)  0.11
C (11.25, 17.39, 11.72)  0.19
C (12.55, 17.30, 11.24)  -0.48
C (12.91, 16.31, 10.32)  -0.50
C (11.97, 15.35, 9.88)  -0.76
C (10.69, 15.43, 10.36)  -0.27
H (10.83, 18.22, 12.29)  0.40
H (13.29, 18.09, 11.47)  0.39
H (13.89, 16.25, 9.86)  0.51
H (12.30, 14.67, 9.08)  0.46
H (9.88, 14.78, 10.03)  0.43
F (11.60, 9.04, 13.00)  -0.37
C (12.74, 9.65, 13.26)  0.61
C (13.26, 9.57, 14.52)  -0.84
C (14.44, 10.22, 14.74)  -0.46
C (15.12, 10.90, 13.73)  -0.54
C (14.53, 10.99, 12.48)  -0.20
C (13.33, 10.36, 12.23)  -0.57
H (12.79, 8.93, 15.26)  0.49
H (14.88, 10.23, 15.70)  0.67
H (16.06, 11.39, 14.00)  0.51
H (15.09, 11.50, 11.67)  0.33
H (12.83, 10.55, 11.24)  0.35
F (18.28, 17.80, 19.87)  -0.40
C (18.31, 17.65, 18.48)  0.25
C (17.76, 18.70, 17.76)  -0.36
C (17.63, 18.49, 16.41)  -0.56
C (18.14, 17.34, 15.82)  0.03
C (18.71, 16.35, 16.54)  -0.36
C (18.78, 16.47, 17.94)  -0.66
H (17.28, 19.52, 18.28)  0.47
H (17.20, 19.30, 15.81)  0.45
H (18.14, 17.23, 14.71)  0.22
H (19.27, 15.49, 16.17)  0.41
H (19.27, 15.65, 18.43)  0.48
F (18.54, 11.36, 17.15)  -0.35
C (18.42, 10.05, 16.74)  0.79
C (17.45, 9.26, 17.37)  -0.73
C (17.24, 7.97, 17.01)  -0.13
C (18.07, 7.43, 16.01)  -0.80
C (19.01, 8.28, 15.43)  -0.13
C (19.20, 9.58, 15.78)  -0.68
H (16.92, 9.73, 18.19)  0.46
H (16.49, 7.26, 17.45)  0.35
H (17.88, 6.49, 15.53)  0.39
H (19.64, 7.85, 14.67)  0.35
H (19.98, 10.16, 15.32)  0.51
F (12.09, 11.70, 16.63)  -0.37
C (11.43, 12.57, 15.86)  0.01
C (12.13, 13.20, 14.89)  -0.59
C (11.38, 14.12, 14.17)  -0.47
C (9.99, 14.31, 14.40)  -0.49
C (9.30, 13.67, 15.47)  -0.97
C (10.11, 12.87, 16.24)  -0.12
H (13.10, 12.85, 14.77)  1.17
H (11.90, 14.81, 13.52)  0.47
H (9.57, 15.06, 13.78)  0.46
H (8.26, 13.92, 15.65)  0.42
H (9.77, 12.48, 17.21)  0.46
F (17.52, 12.09, 11.74)  -0.14
C (18.70, 11.51, 12.10)  0.23
C (18.86, 10.08, 11.94)  -0.35
C (20.07, 9.51, 12.22)  -0.59
C (21.13, 10.36, 12.65)  -0.82
C (20.90, 11.68, 12.82)  -0.40
C (19.72, 12.30, 12.47)  -0.23
H (17.95, 9.59, 11.51)  0.36
H (20.24, 8.48, 11.97)  0.51
H (22.02, 9.86, 12.88)  0.46
H (21.73, 12.25, 13.18)  0.41
H (19.63, 13.34, 12.37)  0.59
F (17.52, 15.05, 12.24)  -0.31
C (16.58, 15.22, 13.25)  -0.09
C (15.51, 16.06, 12.86)  -0.54
C (14.52, 16.25, 13.83)  1.39
C (14.59, 15.65, 15.07)  -0.41
C (15.68, 14.76, 15.32)  -0.62
C (16.71, 14.46, 14.42)  -1.28
H (15.45, 16.48, 11.87)  0.62
H (13.58, 16.86, 13.55)  -0.51
H (13.93, 15.74, 15.95)  0.11
H (15.75, 14.35, 16.32)  0.36
H (17.46, 13.77, 14.61)  1.22

Results
**Energy above the lowest of the compared OMol25 structures with the same formula, charge and spin**: 306.7 kJ/mol
**Maximum force**: 4.06 eV Å⁻¹
**LUMO**: 0.51 eV
**DFT total energy**: -3646.39349 a.u.
**Kohn-Sham gap**: 9.4 eV

What is the formula in the second record?
C66H55F11

What did the first record say?
The following is a DFT calculation (the ωB97M-V functional and the def2-TZVPD basis) of a cluster of 2 separate species, C6H14N4 in total.

Each line ends with the natural charge from an NBO analysis.
Positions of all 24 atoms, in Å:
C (-2.94, 0.99, 0.30)  -0.67
C (-1.75, 0.18, -0.13)  0.44
N (-0.62, 0.17, 1.93)  -0.59
N (-1.75, -0.31, -1.42)  -0.80
N (-0.80, -0.12, 0.67)  -0.10
H (0.79, -0.77, 2.00)  0.24
H (-0.95, -0.58, 2.54)  0.33
H (-0.90, -0.79, -1.68)  0.42
H (-2.10, 0.32, -2.14)  0.38
H (-3.22, 1.72, -0.46)  0.22
H (-3.79, 0.33, 0.47)  0.24
H (-2.71, 1.52, 1.23)  0.25
C (2.08, 1.04, 0.01)  -0.68
C (1.50, -0.14, -0.72)  0.17
C (1.29, -1.51, 1.21)  -0.46
C (1.64, -0.29, -2.05)  -0.45
N (0.77, -1.13, -0.02)  -0.41
H (1.35, 1.47, 0.69)  0.23
H (2.95, 0.75, 0.61)  0.22
H (2.40, 1.81, -0.69)  0.22
H (0.93, -2.50, 1.51)  0.20
H (2.37, -1.41, 1.33)  0.20
H (2.18, 0.43, -2.64)  0.20
H (1.27, -1.18, -2.55)  0.20

Results
**Energy above the lowest of the compared OMol25 structures with the same formula, charge and spin**: 407.5 kJ/mol
**Maximum force**: 1.07 eV Å⁻¹
**LUMO**: 0.62 eV
**DFT total energy**: -455.88377 a.u.
**Kohn-Sham gap**: 8.4 eV

The highest energy above the lowest of the compared OMol25 structures with the same formula, charge and spin belongs to which entry?
C6H14N4

Number 2 is which compound?
C66H55F11